The molecule C4H7NO2 at a distorted geometry, computed with ωB97M-V with the def2-TZVPD basis set.

Geometry (Å):
C  -0.189  0.462  -1.668
C  -0.587  -0.484  -0.588
C  0.410  -1.045  0.351
N  0.762  -0.045  1.321
C  -0.172  1.065  1.593
O  -0.058  1.716  2.617
O  -1.026  1.192  0.608
H  0.365  1.263  -1.190
H  -1.050  0.888  -2.191
H  0.443  -0.027  -2.416
H  -1.356  -1.234  -0.845
H  1.116  -1.332  -0.507
H  0.179  -2.039  0.774
H  1.213  -0.411  2.149

**Kohn-Sham gap (alpha / beta)**: 8.76 / 8.76 eV
**Net charge**: 0
**HOMO energy (alpha / beta)**: -9.580 / -9.580 eV
**Energy above the lowest of the compared OMol25 structures with the same formula, charge and spin**: 270.8 kJ/mol
**Multiplicity**: 1
**E_LUMO (alpha / beta)**: -0.8 / -0.8 eV
**Energy**: -361.777713 a.u.

The molecule C4H7NO2 at a distorted geometry, computed with ωB97M-V with the def2-TZVPD basis set.

Geometry (Å):
C  -1.204  1.808  0.119
C  -1.518  0.503  0.105
C  1.760  -1.360  -0.028
C  0.990  -0.058  -0.047
N  -2.738  0.013  -0.062
O  -3.020  -1.166  -0.099
O  -0.296  -0.584  -0.066
H  -0.326  2.333  -0.075
H  -1.845  2.609  0.365
H  1.408  -1.900  0.741
H  1.393  -1.948  -1.007
H  2.751  -1.206  0.174
H  1.341  0.452  -0.888
H  1.303  0.502  0.768

**Kohn-Sham gap (alpha / beta)**: 7.79 / 7.79 eV
**Net charge**: 0
**HOMO energy (alpha / beta)**: -9.178 / -9.180 eV
**Energy above the lowest of the compared OMol25 structures with the same formula, charge and spin**: 645.4 kJ/mol
**Multiplicity**: 1
**E_LUMO (alpha / beta)**: -1.4 / -1.4 eV
**Structure (SMILES)**: C=C(N=O)OCC
**Energy**: -361.635055 a.u.

The molecule C4H7NO2 at a distorted geometry, computed with ωB97M-V with the def2-TZVPD basis set.

Geometry (Å):
C  1.356  -1.493  0.789
C  -1.393  0.620  -0.177
C  0.706  -0.367  0.054
N  -1.830  1.859  0.183
C  0.911  -0.024  -1.232
O  -0.299  0.224  0.747
O  -1.954  -0.146  -0.903
H  -1.397  2.303  0.976
H  -2.820  2.022  0.083
H  1.764  -1.118  1.731
H  0.610  -2.249  1.038
H  2.141  -1.946  0.194
H  1.559  -0.622  -1.852
H  0.646  0.940  -1.631

**Kohn-Sham gap**: 9.58 eV
**Net charge**: 0
**HOMO energy**: -8.774 eV
**Energy above the lowest of the compared OMol25 structures with the same formula, charge and spin**: 117.1 kJ/mol
**Multiplicity**: 1
**E_LUMO**: 0.8 eV
**Structure (SMILES)**: C=C(C)OC(N)=O
**Energy**: -361.836250 a.u.

The molecule C4H7NO2 at a distorted geometry, computed with ωB97M-V with the def2-TZVPD basis set.

Geometry (Å):
C  1.318  0.637  0.849
C  -0.123  1.414  0.455
C  -0.649  -0.010  0.103
C  -0.795  -0.365  -1.405
N  0.745  -0.510  0.554
O  2.395  0.939  1.313
O  1.267  -1.802  0.512
H  -0.692  1.858  1.336
H  -0.169  1.965  -0.461
H  -1.488  -0.359  0.778
H  -1.674  0.099  -1.623
H  -0.790  -1.512  -1.441
H  0.024  0.127  -1.867
H  0.632  -2.481  0.900

**Kohn-Sham gap**: 9.89 eV
**Net charge**: 0
**HOMO energy**: -9.351 eV
**Energy above the lowest of the compared OMol25 structures with the same formula, charge and spin**: 357.5 kJ/mol
**Multiplicity**: 1
**E_LUMO**: 0.5 eV
**Structure (SMILES)**: C[C@@H]1CC(=O)N1O
**Energy**: -361.744679 a.u.

The molecule C4H7NO2, computed with ωB97M-V with the def2-TZVPD basis set.

Geometry (Å):
C  1.375  0.045  -0.998
C  -0.251  -0.653  0.713
C  -1.299  -0.854  1.754
O  -1.481  -1.944  2.242
C  0.085  0.387  -0.276
O  0.425  0.575  1.076
N  -0.878  1.249  -0.883
H  1.909  0.967  -1.248
H  1.998  -0.512  -0.291
H  1.216  -0.563  -1.890
H  0.318  -1.573  0.565
H  -1.694  0.078  2.189
H  -1.320  0.751  -1.653
H  -0.402  2.047  -1.300

**Kohn-Sham gap**: 10.87 eV
**Net charge**: 0
**HOMO energy**: -10.112 eV
**Energy above the lowest of the compared OMol25 structures with the same formula, charge and spin**: 254.6 kJ/mol
**Multiplicity**: 1
**E_LUMO**: 0.8 eV
**Structure (SMILES)**: C[C@]1(N)O[C@H]1C=O
**Energy**: -361.783902 a.u.

The molecule C4H7NO2, computed with ωB97M-V with the def2-TZVPD basis set.

Geometry (Å):
O  -1.836  -0.139  -1.108
C  -1.241  -0.240  0.162
C  -0.010  -1.163  0.052
N  0.815  0.039  0.028
C  -0.250  0.904  0.507
C  2.096  0.307  -0.292
O  2.613  1.405  -0.194
H  -2.481  0.580  -1.092
H  -1.972  -0.493  0.939
H  0.157  -1.766  0.952
H  0.017  -1.791  -0.842
H  -0.174  1.095  1.585
H  -0.362  1.852  -0.026
H  2.628  -0.588  -0.671

**Kohn-Sham gap**: 10.09 eV
**Net charge**: 0
**HOMO energy**: -9.424 eV
**Energy above the lowest of the compared OMol25 structures with the same formula, charge and spin**: 165.4 kJ/mol
**Multiplicity**: 1
**E_LUMO**: 0.7 eV
**Structure (SMILES)**: O=CN1CC(O)C1
**Energy**: -361.817873 a.u.

The molecule C4H7NO2, computed with ωB97M-V with the def2-TZVPD basis set.

Geometry (Å):
O  -2.490  -1.674  -0.420
C  -1.550  -1.219  0.181
C  -0.190  -0.987  -0.455
N  0.468  0.176  0.094
C  -0.182  1.472  -0.030
C  1.812  0.171  0.342
O  2.468  1.165  0.570
H  -1.267  1.343  0.005
H  -1.615  -0.947  1.256
H  0.427  -1.870  -0.239
H  -0.324  -0.933  -1.544
H  0.133  2.109  0.797
H  0.088  1.968  -0.970
H  2.247  -0.847  0.326

**Kohn-Sham gap**: 10.59 eV
**Net charge**: 0
**HOMO energy**: -9.835 eV
**Energy above the lowest of the compared OMol25 structures with the same formula, charge and spin**: 114.1 kJ/mol
**Multiplicity**: 1
**E_LUMO**: 0.8 eV
**Structure (SMILES)**: CN(C=O)CC=O
**Energy**: -361.837408 a.u.

The molecule C4H7NO2, computed with ωB97M-V with the def2-TZVPD basis set.

Geometry (Å):
C  1.564  0.660  0.651
C  0.692  -0.273  -0.151
N  1.183  -1.511  -0.654
O  0.229  -1.415  0.469
C  -2.321  -0.159  -0.099
C  -1.461  0.642  -0.719
O  -0.138  0.411  -1.022
H  2.200  0.101  1.343
H  2.192  1.248  -0.026
H  0.938  1.349  1.225
H  2.079  -1.705  -0.194
H  -2.053  -1.141  0.267
H  -3.343  0.185  0.030
H  -1.760  1.607  -1.120

**Kohn-Sham gap**: 10.27 eV
**Net charge**: 0
**HOMO energy**: -9.308 eV
**Energy above the lowest of the compared OMol25 structures with the same formula, charge and spin**: 389.7 kJ/mol
**Multiplicity**: 1
**E_LUMO**: 1.0 eV
**Structure (SMILES)**: C=CO[C@]1(C)NO1
**Energy**: -361.732437 a.u.

The molecule C4H7NO2, computed with ωB97M-V with the def2-TZVPD basis set.

Geometry (Å):
C  1.527  -0.479  0.792
C  0.177  -0.211  0.200
N  -0.907  -0.599  0.761
O  -0.647  -1.220  1.973
C  0.004  0.431  -1.148
C  -1.221  1.173  -1.416
O  0.027  1.849  -1.319
H  1.619  -1.545  1.027
H  2.324  -0.177  0.111
H  1.637  0.055  1.742
H  -1.502  -1.596  2.221
H  0.545  -0.036  -1.973
H  -1.722  1.096  -2.381
H  -1.857  1.384  -0.562

**Kohn-Sham gap**: 10.81 eV
**Net charge**: 0
**HOMO energy**: -9.878 eV
**Energy above the lowest of the compared OMol25 structures with the same formula, charge and spin**: 354.4 kJ/mol
**Multiplicity**: 1
**E_LUMO**: 0.9 eV
**Structure (SMILES)**: C/C(=N\O)[C@H]1CO1
**Energy**: -361.745859 a.u.

The molecule C4H7NO2, computed with ωB97M-V with the def2-TZVPD basis set.

Geometry (Å):
C  -1.369  0.879  0.433
C  0.568  -0.719  0.015
C  -0.229  0.483  -0.443
C  1.807  -0.940  -0.422
O  -0.156  -1.573  0.795
O  -1.277  0.940  1.772
N  -0.283  0.864  -1.746
H  0.398  -2.317  1.063
H  -1.915  1.567  2.134
H  -0.009  0.086  -2.345
H  -2.247  1.284  -0.069
H  0.089  1.521  0.078
H  2.354  -1.839  -0.167
H  2.268  -0.236  -1.098

**Kohn-Sham gap (alpha / beta)**: 7.20 / 8.06 eV
**Net charge**: 0
**HOMO energy (alpha / beta)**: -7.169 / -7.751 eV
**Energy above the lowest of the compared OMol25 structures with the same formula, charge and spin**: 544.2 kJ/mol
**Multiplicity**: 1
**E_LUMO (alpha / beta)**: 0.0 / 0.3 eV
**Energy**: -361.673564 a.u.

The molecule C4H7NO2, computed with ωB97M-V with the def2-TZVPD basis set.

Geometry (Å):
O  -1.863  -1.919  -0.618
N  -1.749  -0.543  -0.424
C  -0.711  -0.117  -1.020
C  -0.082  1.200  -0.714
C  1.108  0.821  0.142
C  1.084  -0.355  0.796
O  1.389  -0.431  2.120
H  -2.730  -2.130  -0.252
H  -0.717  1.797  -0.042
H  0.100  1.799  -1.611
H  1.734  1.610  0.555
H  -0.063  -0.805  -1.565
H  0.765  -1.318  0.400
H  0.991  0.380  2.465

**Kohn-Sham gap**: 9.71 eV
**Net charge**: 0
**HOMO energy**: -8.767 eV
**Energy above the lowest of the compared OMol25 structures with the same formula, charge and spin**: 411.9 kJ/mol
**Multiplicity**: 1
**E_LUMO**: 0.9 eV
**Structure (SMILES)**: O/C=C/C/C=N/O
**Energy**: -361.723969 a.u.

The molecule C4H7NO2, computed with ωB97M-V with the def2-TZVPD basis set.

Geometry (Å):
C  -1.882  -1.294  0.354
N  -0.843  -0.386  -0.047
C  -0.820  0.781  0.416
O  0.139  1.645  0.022
C  1.052  1.039  -0.871
O  0.994  1.291  -2.034
C  2.115  0.229  -0.187
H  -2.634  -0.858  1.033
H  -2.369  -1.649  -0.559
H  -1.417  -2.155  0.843
H  -1.513  1.231  1.134
H  3.030  0.829  -0.210
H  2.297  -0.696  -0.739
H  1.851  -0.007  0.844

**Kohn-Sham gap**: 11.19 eV
**Net charge**: 0
**HOMO energy**: -10.220 eV
**Energy above the lowest of the compared OMol25 structures with the same formula, charge and spin**: 118.3 kJ/mol
**Multiplicity**: 1
**E_LUMO**: 1.0 eV
**Structure (SMILES)**: C/N=C/OC(C)=O
**Energy**: -361.835806 a.u.

The molecule C4H7NO2, computed with ωB97M-V with the def2-TZVPD basis set.

Geometry (Å):
O  2.425  -0.084  0.112
C  1.349  0.390  -0.672
C  0.012  -0.043  -0.126
C  -0.332  -1.177  0.685
N  -0.190  -0.034  1.362
C  -1.437  0.307  -0.588
O  -1.974  1.232  0.128
H  2.218  0.141  1.034
H  1.343  1.492  -0.755
H  1.487  -0.020  -1.680
H  -0.364  -2.241  0.910
H  -1.841  -0.829  -0.236
H  -1.053  0.602  1.500
H  -1.643  0.266  -1.674

**Kohn-Sham gap (alpha / beta)**: 8.55 / 8.55 eV
**Net charge**: 0
**HOMO energy (alpha / beta)**: -9.033 / -9.032 eV
**Energy above the lowest of the compared OMol25 structures with the same formula, charge and spin**: 578.7 kJ/mol
**Multiplicity**: 1
**E_LUMO (alpha / beta)**: -0.5 / -0.5 eV
**Energy**: -361.660426 a.u.

A structure of composition C4H7NO2 at a distorted geometry, computed with ωB97M-V with the def2-TZVPD basis set.

Geometry (Å):
C  -1.980  -0.494  0.504
N  -0.319  -0.477  1.462
C  0.680  -0.463  0.688
C  1.788  0.600  0.473
O  1.383  1.063  -0.828
C  0.385  0.154  -1.287
O  0.591  -1.032  -0.579
H  -2.228  -1.489  0.813
H  -2.334  0.341  1.101
H  -2.354  -0.333  -0.562
H  2.795  0.184  0.406
H  1.755  1.444  1.169
H  0.450  -0.012  -2.361
H  -0.612  0.514  -0.998

**Kohn-Sham gap**: 9.57 eV
**Net charge**: 0
**HOMO energy**: -9.557 eV
**Energy above the lowest of the compared OMol25 structures with the same formula, charge and spin**: 505.9 kJ/mol
**Multiplicity**: 1
**E_LUMO**: 0.0 eV
**Energy**: -361.688176 a.u.

The molecule C4H7NO2 at a distorted geometry, computed with ωB97M-V with the def2-TZVPD basis set.

Geometry (Å):
C  -0.821  -0.992  -0.185
C  0.261  1.371  -0.911
C  1.154  0.849  -0.085
N  -1.944  -0.266  0.254
C  0.874  -0.507  0.401
O  2.255  1.585  0.325
O  -0.589  2.022  -1.403
H  2.833  1.038  0.872
H  -2.727  -0.760  0.660
H  -2.104  0.613  -0.224
H  -0.838  -1.995  0.235
H  -0.700  -1.066  -1.269
H  1.375  -1.295  -0.155
H  0.971  -0.598  1.485

**Kohn-Sham gap**: 8.65 eV
**Net charge**: 0
**HOMO energy**: -7.867 eV
**Energy above the lowest of the compared OMol25 structures with the same formula, charge and spin**: 350.8 kJ/mol
**Multiplicity**: 1
**E_LUMO**: 0.8 eV
**Structure (SMILES)**: NCCC(O)=C=O
**Energy**: -361.747249 a.u.

The molecule C4H7NO2 at a distorted geometry, computed with ωB97M-V with the def2-TZVPD basis set.

Geometry (Å):
C  -1.548  -1.290  -0.274
C  -0.532  -0.322  0.130
N  -0.582  0.780  1.009
O  -1.590  1.669  0.451
C  0.525  0.413  0.038
C  2.006  0.451  0.067
O  2.370  -0.686  -0.694
H  -2.349  -0.743  -0.785
H  -1.123  -2.039  -0.939
H  -1.978  -1.760  0.614
H  -1.695  2.320  1.155
H  1.755  -0.576  -1.437
H  2.473  1.355  -0.345
H  2.325  0.366  1.117

**Kohn-Sham gap**: 9.43 eV
**Net charge**: 0
**HOMO energy**: -8.613 eV
**Energy above the lowest of the compared OMol25 structures with the same formula, charge and spin**: 541.5 kJ/mol
**Multiplicity**: 1
**E_LUMO**: 0.8 eV
**Structure (SMILES)**: CC1=C(CO)N1O
**Energy**: -361.674596 a.u.

The molecule C4H7NO2 at a distorted geometry, computed with ωB97M-V with the def2-TZVPD basis set.

Geometry (Å):
O  -2.489  -1.191  0.912
C  -1.690  -0.660  1.633
C  -0.285  -0.179  1.178
C  0.042  -0.411  -0.290
C  1.128  0.589  -0.694
N  1.387  0.665  -2.045
O  1.639  1.378  0.062
H  -1.699  -0.820  2.736
H  0.433  -0.452  1.936
H  -0.496  0.898  1.242
H  -0.832  -0.208  -0.902
H  0.338  -1.410  -0.634
H  0.935  0.186  -2.808
H  1.588  1.616  -2.325

**Kohn-Sham gap**: 10.59 eV
**Net charge**: 0
**HOMO energy**: -9.820 eV
**Energy above the lowest of the compared OMol25 structures with the same formula, charge and spin**: 102.4 kJ/mol
**Multiplicity**: 1
**E_LUMO**: 0.8 eV
**Structure (SMILES)**: NC(=O)CCC=O
**Energy**: -361.841846 a.u.

A cluster of 2 separate species, C4H7NO2 in total, computed with ωB97M-V with the def2-TZVPD basis set.

Geometry (Å):
N  -2.577  -0.568  -0.023
C  -1.265  -0.115  -0.043
O  -0.334  0.000  1.067
C  -0.337  0.330  -1.121
C  -0.584  1.107  0.142
C  2.479  -0.117  0.704
O  2.974  0.105  -0.374
H  -2.964  -0.548  0.914
H  -2.666  -1.497  -0.410
H  -0.835  0.710  -2.011
H  0.622  -0.164  -1.278
H  -0.880  2.101  0.437
H  1.898  -1.030  0.913
H  2.564  0.598  1.546

**Kohn-Sham gap**: 9.65 eV
**Net charge**: 0
**HOMO energy**: -8.683 eV
**Energy above the lowest of the compared OMol25 structures with the same formula, charge and spin**: 464.2 kJ/mol
**Multiplicity**: 1
**E_LUMO**: 1.0 eV
**Structure (SMILES)**: N[C@@]12C[C@@H]1O2.C=O
**Energy**: -361.704055 a.u.